This record from the Open Molecules 2025 dataset describes a single C18H17ClFNO4 molecule. The level of theory is the ωB97M-V functional and the def2-TZVPD basis.

Last column: natural (NBO) charge in e.
Element x y z (Å)
C  -1.75  2.35  4.99  -0.6372
C  -0.71  1.24  4.85  -0.0668
O  -1.25  0.07  4.25  -0.4882
C  -1.40  0.00  2.91  0.3346
C  -1.92  -1.21  2.42  -0.2662
C  -2.08  -1.40  1.08  -0.1327
C  -1.75  -0.40  0.16  -0.2128
C  -1.23  0.79  0.64  -0.1064
C  -1.06  1.00  2.00  -0.3440
H  -0.64  1.94  2.33  0.2215
H  -0.91  1.57  -0.03  0.2013
C  -1.86  -0.72  -1.29  0.6703
O  -1.86  -1.86  -1.71  -0.6095
N  -1.99  0.36  -2.12  -0.6065
H  -1.94  1.28  -1.73  0.3968
C  -1.64  0.24  -3.52  -0.3201
C  -0.15  0.59  -3.55  0.7902
O  0.28  1.71  -3.58  -0.6104
O  0.58  -0.50  -3.39  -0.4908
C  1.95  -0.32  -3.03  -0.0975
C  2.05  0.06  -1.57  -0.1246
C  2.39  1.35  -1.20  -0.1471
C  2.42  1.73  0.13  -0.3249
C  2.10  0.78  1.09  0.4849
C  1.75  -0.51  0.76  -0.3279
C  1.72  -0.87  -0.58  0.0027
Cl  1.26  -2.47  -1.00  0.0490
H  1.49  -1.22  1.53  0.2484
F  2.11  1.14  2.39  -0.3365
H  2.68  2.73  0.43  0.2321
H  2.61  2.08  -1.96  0.2312
H  2.39  0.46  -3.66  0.2099
H  2.43  -1.28  -3.22  0.2176
H  -1.80  -0.79  -3.83  0.2549
H  -2.22  0.94  -4.12  0.2202
H  -2.47  -2.34  0.70  0.2384
H  -2.17  -1.98  3.14  0.2276
H  -0.39  0.91  5.84  0.1950
H  0.17  1.58  4.30  0.1800
H  -1.30  3.20  5.50  0.2164
H  -2.60  2.00  5.56  0.2165
H  -2.10  2.67  4.01  0.2110

Output
E: -1611.9272 a.u.
Strongest force on any atom: 0.52 eV/Å
ΔE to the lowest compared entry with this formula, charge and spin: 0.84 kJ/mol
Orbital gap: 9.36 eV

This record from the Open Molecules 2025 dataset describes a molecular structure, C18H17ClIIrN5O2S2. The level of theory is the ωB97M-V functional and the def2-TZVPD basis.

Last column: natural (NBO) charge in e.
Element x y z (Å)
Ir  -0.34  0.40  0.44  1.0667
N  -2.38  1.54  4.03  -0.7590
C  -1.81  1.37  2.84  0.3088
S  -0.57  0.13  2.72  -0.1173
N  -2.22  2.16  1.86  -0.4086
N  -1.58  1.93  0.69  -0.1638
C  -2.00  2.50  -0.38  0.0487
C  -1.31  2.17  -1.62  0.1615
C  -1.59  2.78  -2.83  -0.2044
C  -0.81  2.47  -3.94  -0.1295
C  0.24  1.57  -3.80  -0.2446
C  0.45  0.98  -2.56  0.0826
N  -0.31  1.25  -1.51  -0.4470
H  -2.15  0.95  4.81  0.4141
H  -3.06  2.27  4.15  0.4175
H  -2.83  3.19  -0.34  0.2281
H  -2.40  3.49  -2.90  0.2410
H  -1.01  2.93  -4.89  0.2396
H  0.88  1.32  -4.63  0.2413
H  1.23  0.25  -2.41  0.2076
Cl  -1.41  -6.37  0.14  0.0263
C  -1.57  -4.65  0.07  -0.0437
C  -2.80  -4.09  -0.17  -0.2091
C  -2.96  -2.69  -0.21  -0.2128
I  -4.83  -1.87  -0.54  0.2055
C  -1.89  -1.84  -0.04  0.2671
O  -2.00  -0.53  -0.10  -0.6451
C  -0.61  -2.43  0.19  0.1687
N  0.44  -1.56  0.38  -0.4468
C  1.62  -2.05  0.70  0.0701
C  1.87  -3.42  0.81  -0.2616
C  0.86  -4.31  0.58  -0.0987
C  -0.43  -3.83  0.27  -0.1088
H  -3.65  -4.73  -0.31  0.2499
H  2.41  -1.33  0.91  0.1901
H  2.86  -3.76  1.08  0.2388
H  1.02  -5.37  0.65  0.2481
C  3.52  2.92  1.51  -0.8071
S  2.95  1.27  1.17  1.2825
C  3.82  1.00  -0.36  -0.8260
O  1.50  1.48  0.78  -0.9758
H  3.08  3.58  0.77  0.2519
H  4.61  2.93  1.46  0.2498
H  3.19  3.19  2.51  0.2612
H  4.86  0.75  -0.13  0.2533
H  3.77  1.89  -0.99  0.2448
H  3.35  0.15  -0.86  0.2441

Output
E: -2778.8330 a.u.
Charge: +1
Strongest force on any atom: 0.92 eV/Å
ΔE to the lowest compared entry with this formula, charge and spin: 0.00 kJ/mol
Orbital gap: 6.67 eV